1.
{"formula": "C20H33HfN3O7S3Si2", "method": "ωB97M-V/def2-TZVPD", "e_above_lowest_kcal_mol": 36.70, "e_tot_ev": -89653.1945, "gap_ev": 8.46, "lumo_ev": -0.2702, "symbols": ["Hf", "C", "Si", "C", "C", "C", "C", "C", "C", "C", "C", "N", "Si", "C", "C", "C", "H", "H", "H", "H", "H", "H", "H", "H", "H", "H", "H", "H", "H", "H", "H", "H", "H", "H", "H", "H", "H", "H", "C", "C", "N", "C", "C", "N", "C", "O", "O", "C", "O", "O", "H", "H", "H", "H", "H", "O", "S", "O", "O", "S", "C", "S", "C", "H", "H", "H", "H", "H", "H"], "positions_angstrom": [[0.2996, -0.3075, 0.2428], [-2.3838, 1.0393, 3.1257], [-1.8062, 2.0748, 1.6585], [-3.1331, 3.4061, 1.3884], [-0.1998, 3.0192, 1.9648], [-1.5177, 0.9468, 0.1445], [-2.3212, -0.2838, 0.0774], [-3.6654, -0.4222, 0.4466], [-4.2939, -1.6371, 0.2927], [-3.5835, -2.7099, -0.2461], [-2.2672, -2.5123, -0.5898], [-1.6415, -1.3432, -0.4358], [-1.6251, 1.7183, -1.6145], [-3.4105, 2.3247, -1.8462], [-1.4269, 0.3708, -2.9440], [-0.5433, 3.2193, -1.9661], [-2.2683, 1.5879, 4.0621], [-1.7862, 0.1373, 3.2139], [-3.4325, 0.7504, 3.0384], [-3.3300, 3.9185, 2.3333], [-4.0824, 2.9997, 1.0310], [-2.8055, 4.1596, 0.6681], [-0.3688, 3.8583, 2.6432], [0.2162, 3.4182, 1.0378], [0.5518, 2.3792, 2.4187], [-4.1935, 0.4366, 0.8376], [-5.3324, -1.7576, 0.5727], [-4.0437, -3.6779, -0.3803], [-1.6793, -3.3161, -1.0163], [-4.1466, 1.6267, -1.4403], [-3.6325, 2.4577, -2.9082], [-3.5598, 3.2893, -1.3572], [-2.3187, -0.2572, -2.9940], [-0.5666, -0.2724, -2.7665], [-1.2976, 0.8359, -3.9238], [-0.2689, 3.7545, -1.0573], [-1.0872, 3.9120, -2.6114], [0.3842, 2.9423, -2.4620], [4.4188, -2.9827, 0.2954], [4.0923, -1.5378, 0.1689], [2.9747, -0.9766, -0.2633], [3.2294, 0.3737, -0.3135], [4.4937, 0.6360, 0.1493], [5.0144, -0.5870, 0.4331], [5.3035, 1.8670, 0.3352], [4.7137, 3.0134, 0.0755], [6.4465, 1.7783, 0.7104], [2.1549, 1.2532, -0.7991], [2.2418, 2.4704, -0.7591], [1.1098, 0.6038, -1.2596], [4.1168, -3.3488, 1.2737], [5.4924, -3.1315, 0.1798], [3.8806, -3.5517, -0.4547], [5.9371, -0.7292, 0.8156], [3.7622, 2.9130, -0.1879], [-0.1861, -1.3698, 1.8348], [0.9312, -0.7963, 2.7209], [1.4098, 0.3030, 1.7394], [0.4236, -0.2061, 3.9181], [2.2834, -2.1302, 2.9608], [0.6063, -4.8552, -0.3063], [1.0658, -3.1213, -0.5847], [1.2304, -3.1131, -2.3892], [-0.3316, -5.1183, -0.7928], [0.5208, -4.9697, 0.7725], [1.4121, -5.4851, -0.6778], [1.9997, -3.8210, -2.6945], [1.5332, -2.1044, -2.6666], [0.2869, -3.3624, -2.8729]], "atomic_forces_ev_per_a": [[-2.542, -2.086, -2.775], [0.166, 0.068, -0.244], [-0.213, 0.520, -0.161], [0.115, -0.213, -0.133], [-0.247, -0.199, 0.159], [-0.039, 0.642, 0.124], [-0.364, -0.137, -0.318], [-0.069, -0.036, 0.090], [0.107, 0.035, -0.043], [0.021, 0.030, 0.017], [0.085, -0.298, -0.102], [-0.561, 0.419, 0.253], [-0.718, 0.266, -0.195], [0.177, -0.033, 0.107], [0.065, 0.166, 0.287], [0.013, -0.264, 0.139], [0.039, 0.085, -0.039], [-0.049, -0.109, 0.102], [-0.011, 0.064, -0.040], [0.056, -0.026, 0.034], [0.013, -0.010, 0.017], [0.006, -0.006, 0.010], [-0.072, 0.006, -0.012], [-0.022, -0.017, -0.026], [0.086, 0.022, 0.061], [0.015, -0.015, 0.000], [-0.004, 0.017, 0.009], [0.013, 0.004, -0.057], [0.036, 0.041, 0.066], [0.000, -0.013, -0.030], [0.049, -0.022, -0.020], [-0.017, -0.039, -0.019], [-0.016, 0.005, 0.041], [0.010, -0.060, -0.144], [0.010, 0.086, 0.028], [-0.012, 0.031, -0.007], [-0.083, -0.061, -0.003], [0.024, 0.010, 0.007], [-0.071, 0.081, 0.131], [-0.199, 0.054, -0.066], [0.481, 0.234, -0.300], [0.249, -0.385, -0.016], [-0.380, 0.392, -0.239], [0.110, -0.056, 0.074], [0.063, -0.200, 0.108], [-0.020, 0.268, 0.017], [0.007, -0.041, -0.019], [1.222, 0.890, -0.503], [-0.036, -0.150, -0.035], [1.410, 1.512, -1.738], [-0.039, -0.055, 0.071], [-0.026, -0.026, -0.037], [0.026, -0.027, -0.055], [0.061, 0.083, -0.067], [0.053, -0.110, -0.053], [-0.513, -1.168, 2.069], [0.679, -0.922, 2.518], [0.710, 0.809, 1.134], [-0.101, 0.147, -0.188], [0.144, -0.057, 0.067], [-0.217, 0.485, 0.030], [0.401, -0.550, -0.334], [-0.021, 0.008, 0.308], [-0.017, -0.062, 0.037], [-0.050, -0.068, -0.013], [0.001, -0.005, 0.001], [0.010, 0.013, -0.025], [0.013, -0.015, -0.045], [-0.016, 0.046, -0.018]]}

---

2.
{"formula": "C47H75I2O30S", "method": "ωB97M-V/def2-TZVPD", "e_tot_ev": -138413.2036, "gap_ev": 8.03, "lumo_ev": -3.5474, "charge": 1, "symbols": ["C", "C", "C", "C", "S", "C", "I", "C", "C", "I", "H", "H", "H", "H", "H", "H", "H", "H", "H", "H", "H", "H", "H", "H", "H", "C", "C", "C", "O", "C", "O", "O", "H", "H", "H", "H", "H", "H", "C", "C", "C", "O", "C", "O", "O", "H", "H", "H", "H", "H", "H", "C", "C", "C", "O", "C", "O", "O", "H", "H", "H", "H", "H", "H", "C", "C", "C", "O", "C", "O", "O", "H", "H", "H", "H", "H", "H", "C", "C", "C", "O", "C", "O", "O", "H", "H", "H", "H", "H", "H", "C", "C", "C", "O", "C", "O", "O", "H", "H", "H", "H", "H", "H", "C", "C", "C", "O", "C", "O", "O", "H", "H", "H", "H", "H", "H", "C", "C", "C", "O", "C", "O", "O", "H", "H", "H", "H", "H", "H", "C", "C", "C", "O", "C", "O", "O", "H", "H", "H", "H", "H", "H", "C", "C", "C", "O", "C", "O", "O", "H", "H", "H", "H", "H", "H"], "positions_angstrom": [[7.8179, 3.1460, 1.2389], [8.0581, 1.6487, 1.5530], [8.0425, 0.6900, 0.3622], [8.0836, -0.7809, 0.8396], [6.6856, 1.0650, -0.7984], [5.1341, 0.1903, -0.3611], [3.8410, 0.5618, -2.0404], [4.6125, 0.7130, 1.0071], [3.1926, 1.2571, 1.0069], [4.6819, -0.9545, 2.3549], [7.0374, 3.5349, 1.8840], [8.7178, 3.7070, 1.4723], [7.5821, 3.3493, 0.1998], [7.3064, 1.3154, 2.2654], [9.0240, 1.5466, 2.0370], [8.9515, 0.8423, -0.2174], [9.0527, -1.2212, 0.6366], [7.3164, -1.4062, 0.3948], [7.9084, -0.7942, 1.9091], [7.1188, 0.4831, -1.9342], [5.3306, -0.8719, -0.3371], [5.2635, 1.5088, 1.3606], [2.9770, 1.5736, 2.0257], [3.0848, 2.1308, 0.3723], [2.4793, 0.4713, 0.7804], [-3.0878, -0.4404, 2.8521], [-1.8058, 0.2953, 2.5670], [-1.0088, -0.2485, 1.4032], [0.3424, 0.0909, 1.7817], [0.3829, 0.1683, 3.1301], [1.3875, 0.2341, 3.7748], [-0.8561, 0.1508, 3.6504], [-3.7037, -0.4909, 1.9545], [-2.8899, -1.4512, 3.2121], [-3.6574, 0.0700, 3.6276], [-2.0023, 1.3635, 2.4416], [-1.2677, 0.2121, 0.4536], [-1.0807, -1.3337, 1.3063], [-2.8993, 5.2101, -1.1882], [-2.7630, 3.8346, -0.5901], [-2.5746, 2.7086, -1.5818], [-3.1641, 1.5908, -0.8891], [-4.0940, 2.0853, -0.0374], [-4.8991, 1.4210, 0.5397], [-3.9838, 3.4229, 0.0668], [-2.0662, 5.4405, -1.8471], [-3.8296, 5.2985, -1.7505], [-2.9334, 5.9582, -0.3944], [-1.9656, 3.8279, 0.1593], [-1.5316, 2.5071, -1.8069], [-3.1194, 2.8695, -2.5124], [2.2785, -3.6716, -2.2593], [3.6958, -4.1696, -2.1397], [4.7200, -3.3332, -2.8689], [5.7504, -4.2798, -3.1743], [5.1439, -5.5042, -3.2568], [5.6542, -6.4853, -3.6889], [3.8812, -5.4447, -2.7814], [2.2132, -2.6257, -1.9562], [1.9158, -3.7704, -3.2838], [1.6108, -4.2484, -1.6232], [3.9591, -4.2828, -1.0850], [5.1169, -2.5360, -2.2411], [4.3468, -2.9041, -3.8026], [8.3146, -4.8844, -4.7076], [9.7031, -5.2902, -5.1313], [10.4929, -6.0354, -4.0801], [11.8438, -5.6718, -4.3933], [11.8134, -4.4666, -5.0142], [12.7660, -3.7910, -5.2289], [10.5401, -4.1356, -5.3444], [7.7448, -5.7348, -4.3445], [8.3687, -4.1268, -3.9255], [7.7754, -4.4435, -5.5467], [9.6700, -5.8561, -6.0658], [10.3674, -7.1137, -4.1343], [10.2669, -5.6961, -3.0659], [-1.9152, -6.4149, -3.5429], [-2.0363, -5.6585, -2.2431], [-3.3372, -4.9090, -2.0626], [-2.9423, -3.8080, -1.2295], [-1.6300, -3.5750, -1.4520], [-1.0362, -2.6164, -1.0676], [-1.0808, -4.5802, -2.1740], [-2.7635, -7.0855, -3.6778], [-1.8683, -5.7241, -4.3852], [-1.0022, -7.0090, -3.5587], [-1.8474, -6.3239, -1.3969], [-4.1071, -5.4980, -1.5714], [-3.7294, -4.5128, -3.0019], [-8.0323, 1.6137, 1.0186], [-8.9540, 1.9794, -0.1163], [-9.0022, 3.4552, -0.4358], [-10.3338, 3.6141, -0.9553], [-11.1018, 2.6408, -0.4095], [-12.2905, 2.6075, -0.4680], [-10.3342, 1.7210, 0.2162], [-7.0342, 1.9993, 0.8451], [-8.4098, 2.0125, 1.9604], [-7.9678, 0.5301, 1.1246], [-8.7112, 1.3936, -1.0081], [-8.2654, 3.7557, -1.1775], [-8.9042, 4.0818, 0.4496], [2.8487, 2.1258, 5.6304], [2.5646, 2.9060, 6.8898], [1.3868, 2.4008, 7.6921], [0.9127, 3.5962, 8.3231], [1.2689, 4.6468, 7.5415], [0.8704, 5.7559, 7.6725], [2.1455, 4.2462, 6.5828], [2.9624, 1.0640, 5.8415], [2.0459, 2.2562, 4.9109], [3.7673, 2.4855, 5.1615], [3.4610, 2.9717, 7.5134], [1.6628, 1.6615, 8.4400], [0.5909, 1.9973, 7.0609], [1.2897, -5.6247, 4.6871], [1.6952, -4.6449, 3.6140], [0.5548, -4.1063, 2.7800], [1.1946, -3.8432, 1.5225], [2.2570, -4.6756, 1.4217], [2.8906, -4.8411, 0.4264], [2.5060, -5.2797, 2.6042], [0.5174, -5.1969, 5.3261], [0.9156, -6.5467, 4.2419], [2.1434, -5.8885, 5.3100], [2.2805, -3.8275, 4.0450], [0.1231, -3.1936, 3.1849], [-0.2368, -4.8423, 2.6221], [-13.1235, 3.8698, 2.9745], [-11.8766, 4.4376, 3.6074], [-11.6973, 5.9299, 3.4394], [-10.2669, 6.0710, 3.4424], [-9.7444, 4.9036, 3.0071], [-8.6086, 4.7356, 2.6889], [-10.6916, 3.9409, 2.9570], [-14.0081, 4.4010, 3.3264], [-13.0703, 3.9406, 1.8872], [-13.2339, 2.8150, 3.2228], [-11.8191, 4.1558, 4.6622], [-12.1365, 6.5085, 4.2479], [-12.0803, 6.2941, 2.4835], [-3.0278, 3.4464, -7.7042], [-2.0830, 4.2776, -6.8723], [-0.6766, 3.7324, -6.7699], [-0.2562, 4.2116, -5.4813], [-1.3646, 4.3852, -4.7309], [-1.3641, 4.5950, -3.5553], [-2.4774, 4.2894, -5.4836], [-2.6137, 3.2732, -8.6972], [-3.2191, 2.4865, -7.2238], [-3.9867, 3.9505, -7.8155], [-2.0759, 5.3124, -7.2226], [-0.0141, 4.1043, -7.5468], [-0.6484, 2.6403, -6.7615]], "atomic_forces_ev_per_a": [[0.543, -0.313, 0.366], [-0.734, 0.766, -0.330], [0.574, -1.090, 0.655], [-0.184, 0.306, -0.042], [-0.080, 0.949, -0.005], [0.071, 0.099, -0.134], [0.269, -0.166, 0.000], [-0.207, 0.027, -0.571], [0.148, -0.138, 0.668], [0.110, 0.136, 0.211], [-0.198, 0.145, -0.114], [0.046, 0.146, -0.054], [-0.147, 0.043, -0.081], [0.023, -0.165, 0.130], [0.112, -0.292, 0.024], [-0.212, 0.400, -0.529], [0.114, -0.061, -0.065], [0.022, -0.127, -0.136], [0.012, -0.131, 0.139], [-0.211, -0.414, 0.219], [-0.045, -0.146, -0.157], [0.230, -0.146, 0.233], [-0.095, 0.008, 0.087], [0.000, -0.006, -0.261], [-0.135, 0.125, -0.250], [-0.066, -0.040, 0.363], [-0.366, -0.209, -0.177], [-0.058, 0.021, -0.102], [0.016, -0.042, 0.075], [-0.193, -0.060, 0.044], [0.022, -0.083, -0.179], [0.165, 0.083, -0.042], [0.015, 0.072, -0.024], [0.109, -0.031, -0.139], [-0.034, 0.039, -0.053], [0.080, 0.022, 0.016], [0.134, 0.014, -0.008], [-0.024, 0.024, -0.004], [-0.261, 0.418, 0.460], [0.059, 0.315, -0.335], [0.091, -0.093, -0.015], [0.030, 0.033, 0.004], [-0.078, 0.087, 0.036], [0.279, -0.059, -0.027], [0.080, -0.142, 0.064], [-0.142, -0.091, 0.230], [0.052, -0.128, -0.110], [-0.033, -0.047, 0.019], [-0.028, -0.099, 0.032], [-0.017, -0.131, 0.050], [-0.035, 0.079, 0.024], [-0.164, -0.403, -0.168], [-0.092, 0.445, 0.047], [0.150, 0.137, 0.024], [-0.319, -0.162, -0.006], [-0.323, -0.083, 0.158], [0.154, 0.047, -0.012], [0.262, 0.008, -0.108], [0.018, 0.013, 0.052], [0.095, 0.117, -0.065], [0.056, 0.082, 0.021], [0.119, 0.041, -0.451], [0.169, -0.029, -0.039], [-0.072, -0.016, 0.003], [0.204, 0.358, -0.236], [-0.345, 0.032, 0.150], [0.102, -0.150, -0.018], [-0.093, 0.056, 0.032], [0.042, 0.055, -0.021], [-0.042, -0.020, 0.014], [0.102, -0.113, -0.032], [0.005, -0.074, -0.011], [0.033, -0.102, 0.106], [-0.034, -0.051, 0.010], [0.086, -0.016, 0.004], [0.153, -0.008, -0.037], [-0.075, 0.048, -0.028], [0.339, 0.083, -0.065], [-0.111, -0.219, -0.344], [-0.118, -0.038, 0.106], [0.064, 0.009, -0.060], [0.046, -0.084, -0.071], [0.008, 0.023, 0.051], [-0.059, 0.118, 0.192], [-0.022, 0.002, 0.048], [-0.134, 0.038, 0.023], [-0.031, -0.029, 0.020], [-0.018, 0.061, 0.062], [0.010, 0.111, 0.128], [0.067, -0.028, -0.038], [-0.418, -0.267, 0.255], [0.284, 0.011, 0.308], [0.011, 0.137, -0.124], [0.000, -0.052, 0.041], [0.023, -0.030, 0.082], [0.005, 0.027, 0.024], [-0.054, 0.027, -0.220], [0.059, 0.035, -0.044], [0.003, 0.170, -0.072], [0.059, 0.008, -0.063], [-0.089, 0.042, -0.052], [-0.148, 0.025, -0.118], [0.107, -0.103, 0.087], [0.232, 0.398, -0.140], [0.072, -0.254, -0.240], [-0.049, -0.025, 0.155], [0.025, -0.045, -0.113], [-0.033, 0.103, 0.009], [0.034, -0.062, -0.011], [0.003, -0.011, 0.139], [-0.046, -0.017, 0.030], [-0.136, -0.098, 0.076], [0.023, -0.032, 0.058], [-0.051, 0.023, 0.071], [-0.043, 0.110, 0.113], [0.057, 0.003, -0.080], [0.255, -0.221, -0.050], [-0.226, -0.175, 0.324], [-0.058, 0.163, -0.005], [0.040, -0.132, -0.048], [-0.038, 0.033, 0.308], [-0.204, -0.146, 0.549], [0.023, 0.178, -0.195], [0.004, 0.053, -0.017], [-0.109, 0.062, -0.049], [-0.018, 0.036, 0.021], [-0.007, 0.042, -0.083], [0.066, 0.080, -0.129], [0.037, -0.060, 0.048], [0.149, -0.237, -0.162], [-0.444, -0.038, -0.119], [-0.004, 0.120, 0.093], [-0.040, -0.074, -0.058], [-0.052, -0.103, -0.064], [0.044, 0.107, 0.062], [0.127, 0.060, 0.085], [0.023, 0.030, 0.046], [-0.009, 0.101, 0.006], [-0.017, 0.016, 0.025], [0.081, 0.045, 0.010], [0.166, 0.046, 0.044], [-0.023, -0.084, -0.025], [-0.272, 0.015, 0.224], [-0.142, -0.230, -0.324], [0.132, 0.072, -0.058], [-0.044, -0.104, 0.001], [-0.080, 0.101, 0.024], [0.299, -0.246, -0.471], [0.105, 0.076, 0.040], [0.039, 0.037, -0.001], [0.129, -0.039, -0.024], [0.024, 0.019, -0.038], [0.060, 0.025, 0.067], [0.084, 0.087, 0.125], [-0.085, -0.005, -0.003]]}

---

3.
{"formula": "C9H17N4", "method": "ωB97M-V/def2-TZVPD", "e_above_lowest_kcal_mol": 14.52, "e_tot_ev": -15561.3697, "smiles": "CC(C)=[N+](C)CCn1cnc(C)n1", "gap_ev": 9.26, "lumo_ev": -3.8110, "charge": 1, "symbols": ["C", "C", "C", "C", "C", "C", "C", "C", "C", "N", "N", "N", "N", "H", "H", "H", "H", "H", "H", "H", "H", "H", "H", "H", "H", "H", "H", "H", "H", "H"], "positions_angstrom": [[1.4980, -0.4378, -1.5497], [2.7799, 0.5279, -0.1619], [0.7070, -2.2277, -0.0629], [-0.5397, -1.7725, 0.7117], [-0.7853, 0.6651, 0.5866], [3.7292, 1.5456, 0.4078], [-0.1550, 0.8930, 1.9507], [-1.2075, 1.7929, -0.1495], [-1.8503, -0.7578, -1.0744], [2.3450, 0.5568, -1.4344], [2.2662, -0.4664, 0.5149], [1.5711, -1.1281, -0.3800], [-1.0760, -0.5337, 0.1798], [1.2942, -2.9771, 0.5087], [0.4013, -2.6998, -1.1130], [-1.3019, -2.6368, 0.6574], [-0.4769, -1.5351, 1.8414], [4.4138, 1.0763, 1.1555], [4.2912, 2.1230, -0.4459], [3.1282, 2.3124, 0.9496], [-0.0840, 1.9147, 2.0359], [0.7066, 0.2774, 1.9514], [-0.8755, 0.4490, 2.7097], [-1.6925, 1.5575, -1.0675], [-0.2489, 2.4457, -0.3265], [-1.8521, 2.4311, 0.3995], [-2.4195, -1.6119, -0.8418], [-2.6047, 0.0489, -1.3308], [-1.2345, -0.9262, -1.9130], [1.1974, -0.7213, -2.5284]], "atomic_forces_ev_per_a": [[2.569, 0.342, 0.831], [0.715, 1.013, -0.132], [0.002, -1.197, -1.185], [-1.189, -0.961, 2.685], [-0.194, -1.982, 2.326], [0.444, 1.006, -0.526], [-2.581, -2.910, -0.953], [1.946, 2.548, -1.634], [-1.433, 1.633, 0.799], [-0.228, 1.281, -0.808], [0.861, -0.471, 1.284], [-2.245, -0.794, -1.662], [-0.548, 0.333, -2.108], [-0.627, 0.333, -0.316], [0.556, 0.893, 2.381], [0.912, 1.617, -0.046], [0.786, -0.951, -1.770], [-0.410, 0.457, -0.810], [-0.998, -1.405, 1.714], [0.464, -0.401, -0.279], [0.788, 2.135, 0.782], [1.375, 0.102, 0.555], [0.764, 0.742, -0.717], [0.101, 0.229, -0.661], [-1.640, -1.116, 0.065], [-0.610, 0.612, 0.895], [-0.727, -1.176, -0.144], [1.121, -1.001, 0.566], [0.876, -0.186, -0.875], [-0.849, -0.724, -0.256]]}

---

Number 1: HOMO energy -0.321 hartree. Number 2: HOMO energy -0.425 hartree. Number 3: HOMO energy -0.480 hartree.